{
  "formula": "C6H13Cl2NO2",
  "method": "ωB97M-V/def2-TZVPD",
  "species": ["C", "C", "C", "C", "C", "C", "N", "O", "O", "Cl", "Cl", "H", "H", "H", "H", "H", "H", "H", "H", "H", "H", "H", "H", "H"],
  "xyz": [[-0.985, -2.114, -0.511], [-0.594, -1.949, 1.975], [-0.345, 2.659, -0.024], [-0.313, -1.313, 0.605], [1.530, 1.030, -0.609], [0.040, 1.342, -0.603], [-0.685, 0.069, 0.746], [2.162, 2.112, -1.247], [1.861, -0.167, -1.221], [-0.716, 0.987, -2.122], [-2.377, 0.328, 0.659], [-0.671, -3.153, -0.444], [-2.068, -2.073, -0.412], [-0.708, -1.730, -1.488], [-1.665, -2.058, 2.130], [-0.192, -1.312, 2.760], [-0.125, -2.927, 2.035], [-1.420, 2.810, -0.083], [0.159, 3.450, -0.580], [-0.033, 2.698, 1.017], [0.769, -1.304, 0.442], [1.871, 0.944, 0.435], [3.090, 1.883, -1.378], [1.417, -0.213, -2.081]],
  "homo_energy_ev": -8.607,
  "e_tot_ha": -1361.95616,
  "charge": 0,
  "orbital_gap_ev": 9.19
}